1.
The following is a quantum chemistry calculation of a single CH6O2Si molecule, from the OMol25 dataset.

Kohn-Sham gap (eV): 11.12
SMILES string: C[SiH](O)O
E_tot (eV): -13109.0304
Energy relative to the best compared isomer or geometry (same formula, charge and spin) (kJ/mol): 3.8

Geometry as ORCA input:
```
! wB97M-V def2-TZVPD RIJCOSX def2/J DEFGRID3
* xyz 0 1
C -1.41463 0.18499 -0.23462
O 1.08710 -1.44395 0.06854
O 1.29509 1.13603 -0.17294
Si 0.33976 -0.05082 0.52613
H -1.68218 1.18023 -0.19306
H -1.54241 -0.27771 -1.28196
H -2.33860 -0.23139 0.27172
H 1.77369 -1.51401 -0.67742
H 2.25632 0.93549 -0.25137
H 0.22585 0.08115 1.94497
*
```

2.
The following is a quantum chemistry calculation of 2 unconnected molecules or ions with the total composition C3H4NO3, from the OMol25 dataset.

Kohn-Sham gap (eV): 7.86
E_tot (eV): -10807.8693
Energy relative to the best compared isomer or geometry (same formula, charge and spin) (kJ/mol): 320.1

Geometry as ORCA input:
```
! wB97M-V def2-TZVPD RIJCOSX def2/J DEFGRID3
* xyz -1 1
C 2.04217 0.31978 -0.38233
C 0.31341 -1.36824 -0.33045
C -1.65458 0.53643 0.46116
N 1.40347 -0.85053 -0.47652
O 1.88189 1.17126 0.45225
O -0.27484 -2.37984 -0.07804
O -1.10572 0.06472 -0.70573
H 2.83169 0.48516 -1.06782
H -2.66374 0.93217 0.11102
H -1.11036 1.43676 0.89633
H -1.66338 -0.34769 1.12013
*
```

3.
The following is a quantum chemistry calculation of a single C7H10 molecule, from the OMol25 dataset.

Kohn-Sham gap (eV): 10.38
SMILES string: C[C@]12C[C@@H]3[C@H](C1)[C@@H]32
E_tot (eV): -7418.7278
Energy relative to the best compared isomer or geometry (same formula, charge and spin) (kJ/mol): 222.6

Geometry as ORCA input:
```
! wB97M-V def2-TZVPD RIJCOSX def2/J DEFGRID3
* xyz 0 1
C 1.60934 -1.14913 -0.12514
C 0.35599 -0.32636 -0.00582
C -1.06350 -0.93222 -0.06787
C -1.52538 0.47049 -0.46244
C -0.65192 1.49896 0.24589
C 0.29320 0.72034 1.13429
C -0.15324 0.79643 -0.98482
H 1.71909 -1.79042 0.75822
H 1.61469 -1.78328 -1.01708
H 2.48403 -0.49010 -0.16702
H -1.43594 -1.46399 0.81677
H -1.16924 -1.58409 -0.94183
H -2.45934 0.78824 -0.91613
H -0.97357 2.52937 0.36671
H -0.05926 0.39225 2.12096
H 1.25991 1.22951 1.22262
H 0.15517 1.09401 -1.97730
*
```

4.
The following is a quantum chemistry calculation of 2 unconnected molecules or ions with the total composition CH2O4S, from the OMol25 dataset.

Kohn-Sham gap (spin up / spin down) (eV): 7.91 / 9.72
E_tot (eV): -20090.9762
Energy relative to the best compared isomer or geometry (same formula, charge and spin) (kJ/mol): 314.8

Geometry as ORCA input:
```
! wB97M-V def2-TZVPD RIJCOSX def2/J DEFGRID3
* xyz 0 1
C -0.69645 -0.60643 1.27432
O 0.14277 -0.12394 -2.18506
O 1.07734 2.34479 -0.34607
O -0.35426 0.57482 0.83316
O 0.08867 -1.49084 1.39871
S 0.96888 0.94444 -0.14009
H -1.78058 -0.65511 1.39637
H 0.55363 -0.98773 -2.23133
*
```

5.
The following is a quantum chemistry calculation of 2 unconnected molecules or ions with the total composition C2H6N2O, from the OMol25 dataset.

Kohn-Sham gap (eV): 9.74
SMILES string: NC=O.C=N
E_tot (eV): -7196.5628
Energy relative to the best compared isomer or geometry (same formula, charge and spin) (kJ/mol): 311.1

Geometry as ORCA input:
```
! wB97M-V def2-TZVPD RIJCOSX def2/J DEFGRID3
* xyz 0 1
C -2.40517 0.25614 -0.32423
N -1.42821 0.86599 0.24766
H -2.59822 0.27130 -1.40732
H -3.15259 -0.29579 0.31750
H -0.95064 0.15817 0.81849
C 2.14978 0.31747 0.29514
N 1.32798 -0.65062 -0.20704
O 1.82419 1.19064 1.05998
H 3.15951 0.21769 -0.15821
H 0.33187 -0.73670 -0.32531
H 1.74151 -1.59428 -0.31667
*
```

6.
The following is a quantum chemistry calculation of a single C5H7ClN2 molecule, from the OMol25 dataset.

Kohn-Sham gap (eV): 8.48
E_tot (eV): -20797.6340
Energy relative to the best compared isomer or geometry (same formula, charge and spin) (kJ/mol): 350.6

Geometry as ORCA input:
```
! wB97M-V def2-TZVPD RIJCOSX def2/J DEFGRID3
* xyz 0 1
C 2.26293 1.74998 0.17989
C 0.79821 1.68048 0.06199
C 2.48765 -0.59870 0.20181
C -1.43762 -0.59344 1.38546
C -1.02521 0.09970 0.06614
N 2.78439 0.54532 0.28699
N 0.32526 0.49044 0.02679
Cl -2.26711 1.57551 -0.13811
H 2.94513 2.58316 0.43043
H 0.33206 2.70590 0.16541
H 2.68988 -1.57086 -0.24369
H -0.52104 -1.11240 1.64398
H -1.53187 0.25139 2.10287
H -2.33365 -1.11011 1.22286
H -1.27908 -0.52595 -0.81013
*
```

7.
The following is a quantum chemistry calculation of a molecular structure, C3H5Br2NO2, from the OMol25 dataset.

Kohn-Sham gap (spin up / spin down) (eV): 9.81 / 6.35
E_tot (eV): -148856.2338
Energy relative to the best compared isomer or geometry (same formula, charge and spin) (kJ/mol): 515.2

Geometry as ORCA input:
```
! wB97M-V def2-TZVPD RIJCOSX def2/J DEFGRID3
* xyz 0 1
C 1.47718 -0.87430 0.49373
C 0.95910 0.53153 0.10512
C -0.36049 0.82941 0.64395
N -2.23840 -0.12767 -1.41539
O -2.97435 -0.63665 -0.59841
O -2.27209 0.07210 -2.59206
Br -1.36279 -0.47444 1.71756
Br -1.31138 2.37009 0.20942
H 1.14446 -1.68299 -0.18780
H 1.45760 -0.99442 1.55999
H 2.58925 -0.87049 0.37243
H 1.17370 0.68408 -0.91732
H 1.71823 1.17376 0.60881
*
```

8.
The following is a quantum chemistry calculation of a molecular structure, C6H12N2O3S, from the OMol25 dataset.

Kohn-Sham gap (eV): 9.44
E_tot (eV): -26373.6287
Energy relative to the best compared isomer or geometry (same formula, charge and spin) (kJ/mol): 212.9

Geometry as ORCA input:
```
! wB97M-V def2-TZVPD RIJCOSX def2/J DEFGRID3
* xyz 0 1
C -2.01976 1.44497 -0.58610
C 0.59409 -1.05067 -0.28395
C 3.00988 0.71774 1.80639
C -1.43868 -1.51410 -1.48269
C 2.55546 -0.36623 0.82349
C -1.48034 -0.01240 0.55890
N -1.06136 1.91452 -1.49390
N -0.78004 -0.90402 -0.29779
O -3.10194 1.89793 -0.36007
O 1.29170 -1.67273 -1.04831
O 1.14935 -0.33429 0.77859
S -2.99591 -0.72654 1.28739
H 2.99971 1.61190 1.16701
H 2.33131 0.77101 2.68206
H 3.96949 0.48845 2.38217
H -2.42781 -2.03874 -1.35032
H -1.38068 -0.71359 -2.19410
H -0.76244 -2.32155 -1.87030
H 2.83946 -1.43696 1.22479
H 2.96808 -0.16188 -0.12997
H -0.84448 0.35590 1.36184
H -0.30340 1.33202 -1.64938
H -1.39825 2.43925 -2.25814
H -3.71343 0.28001 0.93238
*
```

9.
The following is a quantum chemistry calculation of 5 unconnected molecules or ions with the total composition C2H14O5, from the OMol25 dataset.

Kohn-Sham gap (eV): 11.34
SMILES string: CCO.O.O.O.O
E_tot (eV): -12538.6690
Energy relative to the best compared isomer or geometry (same formula, charge and spin) (kJ/mol): 47.1

Geometry as ORCA input:
```
! wB97M-V def2-TZVPD RIJCOSX def2/J DEFGRID3
* xyz 0 1
C 0.03009 -1.77554 0.15489
O 0.79975 -0.60686 0.52391
C 0.10817 -2.18343 -1.32256
H -0.99905 -1.52561 0.40428
H 0.41973 -2.57830 0.77686
H 1.30831 -0.31340 -0.21367
H 0.11322 -1.33958 -2.00995
H -0.84850 -2.68480 -1.48973
H 0.91233 -2.89452 -1.47932
H -0.85006 1.49061 2.65254
H -0.57125 0.20352 1.91698
O -1.30333 0.75921 2.25682
H -0.27906 1.52448 -1.09497
H 0.92435 1.45201 -1.96192
O 0.59782 1.93590 -1.20371
H -2.05922 0.78911 0.38491
H -2.69213 1.90607 -0.46349
O -2.28191 1.01719 -0.53964
H 2.29539 1.02336 1.45683
H 1.95704 1.92018 0.20868
O 2.41834 1.88039 1.04227
*
```

10.
The following is a quantum chemistry calculation of 2 unconnected molecules or ions with the total composition C2ClF3O3S, from the OMol25 dataset.

Kohn-Sham gap (eV): 9.99
E_tot (eV): -39723.0603
Energy relative to the best compared isomer or geometry (same formula, charge and spin) (kJ/mol): 288.3

Geometry as ORCA input:
```
! wB97M-V def2-TZVPD RIJCOSX def2/J DEFGRID3
* xyz 0 1
C 1.58645 -0.74751 0.06937
C 0.04977 0.47754 0.83698
O 1.56542 -1.89558 0.25707
O -0.64986 -0.84287 -1.44375
O -2.51112 0.13758 -0.05713
F 0.62894 1.71001 0.85638
F -0.42716 0.14455 1.99021
F -1.15727 1.73721 -1.13508
S -1.18492 0.14505 -0.51617
Cl 2.35510 0.28630 -0.87584
*
```